Record 1
Density functional theory data (wB97M-V/def2-TZVPD) for 10 unconnected molecules or ions with the total composition C14H48O17 at a distorted geometry.

Structure (ORCA input):
```
! RIJCOSX wB97M-V def2-TZVPD def2/J DEFGRID3
* xyz 0 1
O 6.467 1.742 -2.977
C 5.824 1.125 -1.910
C 5.033 2.168 -1.175
O 4.277 1.719 -0.124
H 6.522 1.071 -3.683
H 5.175 0.332 -2.141
H 6.551 0.677 -1.236
H 4.332 2.785 -1.724
H 5.639 2.913 -0.710
H 3.787 0.970 -0.522
O -2.464 0.232 -2.790
C -3.903 0.244 -2.833
C -4.457 0.428 -1.426
O -5.901 0.479 -1.437
H -2.231 -0.259 -3.538
H -4.258 1.039 -3.575
H -4.152 -0.688 -3.348
H -4.112 1.357 -1.059
H -4.072 -0.393 -0.810
H -6.225 0.480 -0.561
O 1.717 -2.078 -2.103
C 1.050 -3.169 -1.514
C 0.013 -2.756 -0.490
O -0.576 -3.934 0.002
H 2.075 -1.578 -1.379
H 0.612 -3.652 -2.388
H 1.908 -3.724 -1.040
H -0.800 -2.271 -0.929
H 0.376 -2.195 0.351
H -1.531 -3.803 0.000
O 2.076 1.064 -2.659
C 0.931 1.480 -3.460
C 0.577 0.388 -4.501
O 0.123 -0.780 -3.838
H 2.073 1.580 -1.823
H 0.008 1.707 -2.963
H 1.216 2.400 -3.864
H 1.432 0.137 -5.167
H -0.240 0.818 -5.161
H 0.867 -1.153 -3.303
O -1.278 0.731 3.116
C -2.464 1.210 3.578
C -3.409 1.440 2.367
O -3.646 0.152 1.816
H -1.466 0.018 2.522
H -2.834 0.511 4.277
H -2.445 2.263 4.040
H -2.904 2.201 1.785
H -4.392 1.770 2.546
H -3.307 0.136 0.911
O -0.007 -2.041 2.765
C -1.180 -2.632 2.653
C -1.904 -2.503 4.015
O -3.182 -3.046 3.868
H 0.251 -2.102 3.665
H -1.782 -2.300 1.781
H -0.971 -3.720 2.607
H -1.974 -1.469 4.443
H -1.354 -3.058 4.809
H -3.708 -2.476 4.440
O 1.453 2.084 0.001
C 0.076 1.822 0.082
C -0.310 0.323 0.036
O -1.688 0.198 0.009
H 1.832 1.871 0.834
H -0.381 2.294 0.975
H -0.392 2.352 -0.774
H 0.149 -0.232 0.928
H 0.067 -0.194 -0.864
H -2.044 0.284 -0.905
O 2.736 1.047 2.344
H 3.355 1.744 2.320
H 2.082 1.393 2.984
O 2.744 -0.564 0.087
H 2.790 -0.030 0.913
H 3.403 -1.264 0.137
O 1.011 1.880 4.071
H 0.377 1.294 3.688
H 0.929 1.717 4.960
*
```

Results
SMILES ... OCCO.OCCO.OCCO.OCCO.OCCO.OCCO.OCCO.O.O.O
Kohn-Sham gap ... 0.363 Ha
F_max ... 4.8 eV Å⁻¹



Record 2
Density functional theory data (wB97M-V/def2-TZVPD) for 2 unconnected molecules or ions with the total composition C12H17N at a distorted geometry.

Structure (ORCA input):
```
! RIJCOSX wB97M-V def2-TZVPD def2/J DEFGRID3
* xyz 0 1
C -2.172 1.168 1.698
C -2.130 -0.086 0.816
C -1.475 0.114 -0.512
C -1.514 1.194 -1.349
N -0.619 1.005 -2.379
C -0.037 -0.239 -2.266
C 1.005 -0.785 -3.022
C 1.393 -2.056 -2.665
C 0.826 -2.694 -1.544
C -0.079 -2.085 -0.706
C -0.563 -0.820 -1.107
H -2.589 1.995 1.139
H -1.139 1.488 1.782
H -2.681 0.863 2.605
H -1.548 -0.854 1.339
H -3.091 -0.604 0.741
H -2.241 1.987 -1.438
H -0.445 1.635 -3.140
H 1.411 -0.240 -3.856
H 2.109 -2.648 -3.220
H 1.190 -3.680 -1.279
H -0.329 -2.472 0.272
C 2.305 1.373 1.794
C 1.340 0.547 2.683
H 3.067 1.865 2.404
H 2.921 0.738 1.161
H 1.729 2.116 1.275
H 0.332 0.658 2.309
H 1.644 -0.488 2.795
H 1.381 1.007 3.670
*
```

Results
SMILES ... CCc1c[nH]c2ccccc12.CC
Kohn-Sham gap ... 0.321 Ha
F_max ... 1.7 eV Å⁻¹



Record 3
Density functional theory data (wB97M-V/def2-TZVPD) for 2 unconnected molecules or ions with the total composition C21H31F3N2O5 at a distorted geometry.

Structure (ORCA input):
```
! RIJCOSX wB97M-V def2-TZVPD def2/J DEFGRID3
* xyz 0 1
C 4.314 -0.796 1.249
C 3.301 -0.926 0.169
C 3.536 -1.904 -0.933
N 2.240 -0.205 0.136
C 1.446 -0.111 1.230
O 1.297 -1.014 2.015
O 0.742 1.041 1.403
C -0.077 1.441 0.273
C 0.150 2.949 0.043
C 0.978 3.276 -1.179
O 2.253 2.658 -1.116
C 3.082 3.201 -2.107
C 4.405 2.452 -2.195
F 5.363 3.070 -1.488
F 4.346 1.188 -1.815
F 4.832 2.480 -3.474
C -1.530 1.133 0.634
C -2.255 0.368 -0.468
C -1.580 -0.995 -0.680
O -3.618 0.298 -0.124
C -4.426 -0.312 -1.105
C -5.815 0.256 -1.103
C -6.597 0.086 -2.253
C -7.887 0.604 -2.330
C -8.416 1.289 -1.240
C -7.652 1.440 -0.082
C -6.355 0.931 -0.015
H 5.304 -0.618 0.840
H 3.996 -0.027 1.942
H 4.307 -1.736 1.804
H 3.647 -1.400 -1.890
H 4.408 -2.513 -0.720
H 2.638 -2.510 -1.015
H 0.254 0.915 -0.617
H 0.588 3.416 0.919
H -0.829 3.388 -0.155
H 0.453 2.947 -2.085
H 1.111 4.358 -1.281
H 3.326 4.241 -1.887
H 2.606 3.116 -3.086
H -2.077 2.023 0.936
H -1.495 0.459 1.488
H -2.137 0.975 -1.380
H -2.231 -1.731 -1.140
H -0.743 -0.862 -1.362
H -1.183 -1.359 0.265
H -3.994 -0.183 -2.102
H -4.466 -1.391 -0.923
H -6.185 -0.452 -3.097
H -8.467 0.461 -3.229
H -9.415 1.695 -1.290
H -8.097 1.959 0.755
H -5.758 1.065 0.874
C 3.326 -4.399 3.182
C 4.605 -3.964 3.858
N 5.286 -4.929 4.533
O 5.007 -2.818 3.808
H 3.406 -4.204 2.114
H 2.499 -3.816 3.582
H 3.117 -5.458 3.330
H 4.976 -5.880 4.591
H 6.140 -4.664 4.994
*
```

Results
SMILES ... CC(C)=NC(=O)O[C@H](CCOCC(F)(F)F)C[C@@H](C)OCc1ccccc1.CC(N)=O
Kohn-Sham gap ... 0.357 Ha
F_max ... 1.4 eV Å⁻¹



Record 4
Density functional theory data (wB97M-V/def2-TZVPD) for a gas-phase ion, C12H16NO4 (charge +1) at a distorted geometry.

Structure (ORCA input):
```
! RIJCOSX wB97M-V def2-TZVPD def2/J DEFGRID3
* xyz 1 1
C -3.254 -0.950 -2.428
C -2.246 -1.020 -1.295
O -2.582 -1.231 -0.156
O -0.938 -0.790 -1.660
C -0.058 -1.660 -0.954
C 1.406 -1.433 -1.324
C 1.786 0.050 -1.573
C 1.128 1.085 -0.628
C 1.093 0.731 0.837
C 1.965 -0.096 1.464
N 1.861 -0.348 2.770
C 0.903 0.184 3.511
C -0.001 1.043 2.981
C 0.103 1.320 1.636
C -0.872 2.299 1.035
O -0.724 3.470 1.322
O -1.863 1.883 0.234
H -3.294 -1.943 -2.881
H -4.202 -0.642 -1.999
H -2.883 -0.239 -3.170
H -0.152 -1.572 0.134
H -0.304 -2.704 -1.181
H 1.652 -1.974 -2.243
H 2.091 -1.834 -0.572
H 2.871 0.179 -1.629
H 1.427 0.294 -2.577
H 1.707 2.016 -0.700
H 0.129 1.308 -0.999
H 2.777 -0.573 0.932
H 2.526 -0.978 3.204
H 0.848 -0.061 4.564
H -0.766 1.504 3.589
H -2.135 2.683 -0.244
*
```

Results
SMILES ... CC(=O)OCCCCc1c[nH+]ccc1C(=O)O
Kohn-Sham gap ... 0.315 Ha
F_max ... 2.0 eV Å⁻¹



Record 5
Density functional theory data (wB97M-V/def2-TZVPD) for C6H9N in the gas phase at a distorted geometry.

Structure (ORCA input):
```
! RIJCOSX wB97M-V def2-TZVPD def2/J DEFGRID3
* xyz 0 1
C 1.502 1.171 0.094
C 0.379 0.157 0.054
C 0.860 -1.229 -0.148
N 1.318 -2.288 -0.211
C -0.571 -0.134 1.207
C -1.440 -0.879 -0.285
C -0.767 0.315 -0.960
H 2.010 1.163 -0.876
H 2.231 0.927 0.872
H 1.112 2.180 0.268
H -0.763 0.812 1.806
H -0.360 -0.903 1.937
H -1.222 -1.798 -0.913
H -2.472 -0.955 -0.031
H -0.427 0.262 -2.000
H -1.392 1.199 -0.813
*
```

Results
SMILES ... CC1(C#N)CCC1
Kohn-Sham gap ... 0.397 Ha
F_max ... 2.3 eV Å⁻¹